No. 1
Formula: CH6IN4
Source: the Open Molecules 2025 dataset
Level of theory: wB97M-V/def2-TZVPD

Element x y z (Å)
1 N 1.79054 1.27390 0.05607
2 N 0.63022 0.90928 -0.65045
3 N 0.17100 -0.40680 -0.46448
4 C -0.92065 -0.65325 0.14448
5 N -1.34428 -1.87774 0.36742
6 I -2.23350 0.92515 0.86836
7 H 1.65122 1.23261 1.06235
8 H 2.58278 0.69033 -0.19899
9 H 0.83768 1.03547 -1.65786
10 H -0.13948 1.59188 -0.38491
11 H -0.79624 -2.66195 0.04297
12 H -2.22930 -2.05888 0.81504

Forces on the atoms, in the same order (eV/Å):
N 0.635 0.517 0.250
N -1.079 0.481 0.121
N 0.886 -0.926 -0.507
C -0.656 1.568 0.341
N -0.307 -0.526 0.150
I 0.427 -0.549 -0.210
H -0.301 -0.120 -0.191
H -0.298 -0.132 -0.140
H -0.155 -0.059 0.527
H 0.682 -0.343 -0.267
H 0.032 0.028 -0.015
H 0.134 0.062 -0.059

Output
* E_tot: -15187.00106 eV
* max |F|: 1.7 eV/A
* energy above the lowest of the compared OMol25 structures with the same formula, charge and spin: 0.0 kJ/mol
* net charge: +1
* gap between HOMO and LUMO: 10.4 eV
* E_LUMO: -4.04 eV

No. 2
Formula: CH3O2S
Source: the Open Molecules 2025 dataset
Level of theory: wB97M-V/def2-TZVPD

Element x y z (Å)
1 C -0.37486 -0.60433 -0.21382
2 O 0.22016 -1.83829 0.12213
3 O 1.37763 3.07520 -0.24017
4 S 0.13652 2.26599 0.20869
5 H 0.70389 -1.63261 0.84617
6 H -0.69844 -0.80943 -1.20855
7 H -1.36491 -0.45655 0.48554

Forces on the atoms, in the same order (eV/Å):
C -2.495 1.191 1.615
O -1.286 -0.895 -2.544
O -0.959 -0.798 0.304
S 0.765 -0.653 -0.456
H 2.485 0.504 3.564
H -0.473 0.676 -1.037
H 1.963 -0.027 -1.446

Output
* E_tot: -16012.41306 eV
* max |F|: 4.4 eV/A
* energy above the lowest of the compared OMol25 structures with the same formula, charge and spin: 517.9 kJ/mol
* net charge: -1
* gap between HOMO and LUMO (spin up / spin down): 6.1 / 6.1 eV
* E_LUMO (spin up / spin down): 3.87 / 3.90 eV

No. 3
Formula: C50H96Cl8N2O13S3
Source: the Open Molecules 2025 dataset
Level of theory: wB97M-V/def2-TZVPD

Element x y z (Å)
1 C -0.97547 -2.71796 -4.13144
2 C -0.48363 -2.30494 -2.76629
3 C -1.07518 -0.95334 -2.29915
4 C -0.29814 -0.41870 -1.05790
5 N -1.12930 0.48238 -0.21850
6 C -2.56107 -0.01638 0.18902
7 C -2.76085 0.49902 1.60896
8 C -1.50775 1.16174 2.10140
9 C -0.42698 0.64906 1.15418
10 C -1.27558 1.88307 -0.95156
11 H -0.33188 -3.35827 -4.73469
12 H -1.05405 -1.81021 -4.72971
13 H -1.92668 -3.23681 -4.01263
14 H 0.60341 -2.30612 -2.68594
15 H -0.74858 -3.04343 -2.00963
16 H -2.14593 -0.98888 -2.09831
17 H -0.88754 -0.21587 -3.07955
18 H 0.67251 0.06707 -1.15777
19 H -0.18533 -1.26315 -0.37798
20 H -3.31317 0.31683 -0.52614
21 H -2.58614 -1.10552 0.15342
22 H -3.40685 1.36029 1.77925
23 H -3.11430 -0.26161 2.30511
24 H -1.67476 2.23837 2.06873
25 H -1.29131 0.89514 3.13590
26 H 0.40799 1.34064 1.04165
27 H -0.03271 -0.28295 1.55914
28 H -1.96707 1.64317 -1.75927
29 H -0.29470 2.19093 -1.31379
30 H -1.70516 2.66574 -0.32627
31 C 1.16168 -3.29380 2.56624
32 C 0.11282 -4.34797 2.29412
33 C 0.35321 -5.48250 3.35794
34 C -0.13180 -5.11557 4.81125
35 C -1.62613 -4.76039 4.78785
36 C -1.95621 -3.60320 3.73085
37 N -1.34064 -3.98716 2.43415
38 O -1.81007 -3.18081 1.36842
39 C -1.42932 -2.28281 4.31232
40 C -3.42463 -3.57213 3.71193
41 C 0.41637 -5.02038 0.83967
42 H 2.14696 -3.59447 2.20998
43 H 1.27602 -3.07845 3.62861
44 H 0.90420 -2.42430 1.96145
45 H 1.43381 -5.56830 3.47212
46 H -0.04837 -6.44319 3.03560
47 H 0.49895 -4.40247 5.34206
48 H -0.12725 -6.02127 5.41770
49 H -1.87596 -4.37648 5.77694
50 H -2.16078 -5.69491 4.61779
51 H -0.39193 -2.43000 4.61278
52 H -2.02430 -2.07724 5.20217
53 H -1.54043 -1.40542 3.67518
54 H -3.78556 -4.57395 3.47915
55 H -3.94408 -2.99953 2.94356
56 H -3.89509 -3.22248 4.63089
57 H 1.37666 -5.52781 0.93163
58 H 0.44181 -4.29802 0.02381
59 H -0.33595 -5.76191 0.57090
60 C 4.98474 -2.09950 1.97370
61 C 5.82207 -2.93667 1.01344
62 C 5.02331 -3.12204 -0.31630
63 S 4.31525 -1.46715 -0.63273
64 O 2.91798 -1.52437 -1.08795
65 O 5.33585 -0.66959 -1.32209
66 C 4.37663 -0.97959 1.09609
67 H 5.58769 -1.65674 2.76649
68 H 4.23767 -2.68995 2.50415
69 H 5.99465 -3.90805 1.47681
70 H 6.71293 -2.39005 0.70409
71 H 4.21078 -3.76898 0.01437
72 H 5.48766 -3.43302 -1.25213
73 H 3.32597 -0.82453 1.34137
74 H 4.85095 0.00045 1.14749
75 C 4.54437 3.55395 1.60857
76 C 5.47827 3.72395 0.38360
77 C 4.67502 3.15342 -0.79459
78 S 2.84590 3.08543 -0.31487
79 O 2.55216 1.67818 -0.04527
80 O 1.98079 3.92518 -1.16091
81 C 3.12434 3.91851 1.31687
82 H 4.89482 4.10185 2.48326
83 H 4.67498 2.51293 1.90403
84 H 6.41260 3.18073 0.52511
85 H 5.64147 4.79131 0.23456
86 H 4.96295 2.14583 -1.09451
87 H 4.75200 3.78855 -1.67707
88 H 2.43141 3.51170 2.05339
89 H 3.00752 4.99059 1.15845
90 C 5.41750 -1.91688 -5.53312
91 C 4.71884 -1.80468 -4.10043
92 C 3.54189 -2.77672 -4.14702
93 S 2.78635 -2.51963 -5.86394
94 O 1.75389 -1.52478 -5.87912
95 O 2.48640 -3.83685 -6.46653
96 C 4.38866 -1.89926 -6.59150
97 H 5.97830 -2.84995 -5.58785
98 H 6.20107 -1.17129 -5.66810
99 H 4.33702 -0.78796 -4.00778
100 H 5.42524 -2.02289 -3.29951
101 H 2.78301 -2.77445 -3.36459
102 H 3.95686 -3.78463 -4.14269
103 H 4.28861 -0.88570 -6.97979
104 H 4.49895 -2.62859 -7.39402
105 O -4.62526 3.02078 -1.30727
106 C -4.92428 3.67370 -0.32129
107 O -5.08370 3.02597 0.86361
108 C -5.64433 3.88573 1.82441
109 C -6.08015 5.15352 1.06643
110 C -5.20856 5.18892 -0.18228
111 H -4.83998 4.15366 2.50950
112 H -6.41601 3.37969 2.40451
113 H -6.06116 6.08042 1.63965
114 H -7.12669 5.11536 0.76413
115 H -4.36807 5.84147 0.05406
116 H -5.64581 5.52656 -1.12191
117 O -1.01352 2.73534 -4.06907
118 C 0.13253 2.75993 -4.41778
119 O 0.59001 3.68755 -5.31025
120 C 2.01739 3.79889 -5.35678
121 C 2.48726 2.59178 -4.62043
122 C 1.30548 1.83453 -4.08707
123 H 2.34820 4.78694 -5.03673
124 H 2.28589 3.77535 -6.41293
125 H 3.05155 2.91606 -3.74606
126 H 3.13391 2.09743 -5.34538
127 H 1.33406 1.65797 -3.01185
128 H 1.15907 0.86465 -4.56245
129 O -1.78426 4.98123 1.31252
130 C -1.08485 5.62751 0.51111
131 O 0.04449 6.39397 0.89522
132 C 0.63400 7.09537 -0.20155
133 C -0.08089 6.60911 -1.46924
134 C -1.22699 5.72853 -1.05314
135 H 1.70857 7.01546 -0.36589
136 H 0.52751 8.17968 -0.16944
137 H 0.56554 5.93722 -2.03386
138 H -0.58837 7.34799 -2.08940
139 H -1.21235 4.74555 -1.52392
140 H -2.24225 6.11882 -1.12398
141 Cl -2.83993 -6.11950 -2.29252
142 C -3.32899 -5.04996 -0.91362
143 C -4.81426 -5.27095 -0.60986
144 Cl -5.78643 -4.21370 -1.74775
145 H -3.06188 -4.03829 -1.21901
146 H -2.75357 -5.34356 -0.03566
147 H -5.09048 -5.01845 0.41388
148 H -5.04197 -6.31527 -0.82353
149 Cl 3.29352 0.88653 3.48901
150 C 2.87031 1.75745 5.03716
151 C 1.37008 1.66452 5.23028
152 Cl 0.48311 2.70832 4.15499
153 H 3.26740 2.76684 4.92967
154 H 3.33261 1.30874 5.91639
155 H 1.21239 2.08645 6.22286
156 H 0.99870 0.65082 5.38059
157 Cl -5.47540 -0.73111 -2.30342
158 C -5.72052 -1.07583 -4.10730
159 C -4.41459 -1.16914 -4.83274
160 Cl -3.56307 0.41982 -4.71711
161 H -6.23521 -0.25227 -4.60222
162 H -6.23425 -2.02343 -4.26922
163 H -4.53586 -1.39496 -5.89217
164 H -3.83539 -1.91956 -4.29470
165 Cl -4.98527 1.33821 4.10227
166 C -3.73736 0.91506 5.28350
167 C -3.91186 1.71312 6.57954
168 Cl -2.74530 1.23036 7.87599
169 H -2.77741 1.07858 4.79375
170 H -3.78376 -0.16077 5.45247
171 H -4.90377 1.49743 6.97665
172 H -3.84270 2.77141 6.32787

Forces on the atoms, in the same order (eV/Å):
C -0.091 0.195 -0.373
C 0.045 -0.019 1.024
C 1.978 0.776 -0.097
C -1.562 -1.508 0.527
N -0.572 2.017 1.329
C 0.558 0.171 -0.143
C -1.094 0.599 0.814
C 1.088 -0.348 -0.216
C -0.216 1.276 0.000
C -0.196 -1.682 0.392
H 0.241 -0.198 0.463
H -0.462 -0.053 -0.189
H -0.187 0.199 -0.339
H 0.196 0.485 -0.259
H -0.236 -0.287 0.090
H 0.027 -0.138 -0.078
H -0.440 0.005 -0.316
H -0.066 -0.131 -0.543
H 0.437 -0.320 -0.106
H 0.274 0.360 -0.059
H 0.423 -0.023 0.119
H -1.128 -0.695 -1.058
H 0.062 -0.317 -0.335
H 0.582 0.075 -0.080
H 0.176 0.033 -0.132
H 0.018 -0.125 -0.233
H -0.204 -0.349 -0.651
H 0.230 0.392 -0.174
H -0.047 -0.192 0.040
H -0.036 -0.387 0.362
C -0.334 0.884 -0.469
C 0.076 -3.137 -0.332
C 0.300 1.030 1.010
C -0.927 -0.974 -1.005
C 1.338 1.340 -0.477
C 1.143 -1.065 1.712
N -0.782 3.728 -3.728
O 1.571 -2.643 3.359
C 0.275 -0.294 0.140
C -2.540 -0.415 -1.481
C -0.824 0.839 1.531
H -0.135 -0.430 -0.091
H -0.147 0.300 -0.147
H 0.051 0.479 0.335
H 0.128 -0.366 -0.421
H -0.161 0.088 0.028
H -0.013 0.218 -0.322
H 0.559 -0.132 0.006
H -0.394 -0.041 -0.019
H -0.350 0.301 -0.324
H -0.036 0.448 0.027
H 0.134 -0.032 0.148
H 0.118 -0.230 -0.375
H -0.170 -0.222 0.351
H 0.633 0.534 -0.284
H 0.458 -0.290 0.286
H 0.022 0.082 -0.038
H 0.099 0.201 0.201
H -0.074 -0.012 0.228
C 0.121 0.911 -0.764
C 0.183 -0.086 -1.206
C -0.969 0.433 1.084
S 0.206 0.012 0.550
O 1.699 0.031 0.160
O -1.116 -0.618 0.253
C -1.351 0.181 0.672
H 0.176 -0.022 -0.141
H -0.238 -0.013 -0.374
H 0.585 0.045 -0.342
H 0.425 -0.270 0.635
H -0.400 -0.106 -0.830
H 0.302 -0.236 0.431
H -0.030 0.131 0.066
H 0.272 -0.229 -0.025
C 1.592 -0.541 0.767
C -1.521 0.236 0.206
C -0.589 0.268 -0.659
S 1.020 0.885 0.812
O -0.312 0.814 -0.537
O 0.852 -1.325 0.626
C -0.165 -0.575 -1.185
H 0.136 0.266 -0.092
H -0.586 -0.115 0.042
H -0.052 0.227 -0.029
H 0.331 -0.081 -0.162
H -0.189 -0.118 0.218
H -0.177 -0.011 -0.010
H -0.163 0.115 -0.190
H -0.218 -0.032 0.032
C 0.874 -0.828 1.953
C -0.168 0.119 -1.527
C 0.084 -0.324 -0.905
S 1.211 -2.383 0.085
O -0.141 0.597 0.308
O 0.519 1.972 0.979
C -1.606 0.045 -0.724
H -0.121 -0.276 0.242
H -0.331 0.335 0.036
H 0.159 0.110 0.333
H -0.140 0.124 -0.183
H -0.017 0.627 -0.162
H -0.178 -0.214 -0.389
H -0.558 -0.159 -0.153
H 0.373 0.271 -0.078
O -0.238 1.385 1.336
C 1.177 -1.011 -1.521
O -0.248 -0.046 -0.851
C 0.452 1.416 0.794
C -1.462 0.476 -0.187
C -0.084 -0.988 0.386
H 0.018 -0.012 0.256
H -0.114 0.022 -0.339
H 0.485 -0.205 0.257
H -0.148 -0.480 -0.012
H 0.573 -0.615 -0.324
H -0.233 0.045 0.275
O 0.391 -0.159 0.120
C 0.480 0.094 -0.738
O -0.904 0.773 0.391
C -1.297 0.316 -1.197
C 2.074 0.021 0.790
C -0.963 -0.072 -0.096
H -0.203 -0.108 0.642
H -0.031 -0.189 -0.068
H 0.507 -0.111 -0.194
H 0.047 -0.724 0.628
H 0.127 0.062 -0.007
H -0.177 0.001 -0.134
O 2.404 2.210 -2.260
C -0.009 -1.318 0.781
O -1.127 -0.848 0.099
C -0.734 0.728 -1.670
C -0.664 -0.782 -0.846
C -0.523 -0.603 2.809
H 0.083 -0.974 0.841
H -0.579 0.048 0.889
H 0.192 0.590 -0.316
H 1.040 0.496 -0.113
H -0.098 -0.032 0.244
H 0.053 0.251 -0.591
Cl 0.039 0.301 0.331
C -0.252 -0.504 0.077
C 0.328 0.578 -0.994
Cl 0.210 -0.664 0.640
H -0.235 -0.074 0.249
H 0.159 0.023 -0.176
H 0.080 0.160 -0.173
H -0.261 0.198 0.077
Cl 0.082 0.090 0.785
C -0.335 -0.600 -0.565
C 0.855 0.709 1.909
Cl -0.410 0.080 -0.614
H -0.381 -0.024 -0.020
H 0.298 -0.356 -0.391
H -0.099 0.228 0.134
H -0.032 -0.073 -0.958
Cl -0.358 -0.289 -1.482
C 0.070 0.465 -0.218
C 0.709 0.237 0.987
Cl 0.095 -0.413 -0.177
H -0.564 0.005 0.744
H -0.251 0.122 0.540
H -0.063 -0.098 0.193
H 0.459 0.062 -0.504
Cl -0.280 0.141 0.099
C 0.800 -0.548 0.407
C -0.399 -0.376 -0.495
Cl -0.241 0.247 -0.771
H 0.020 0.334 0.198
H -0.264 0.065 0.161
H 0.111 0.151 0.034
H 0.241 -0.026 0.454

Output
* E_tot: -215681.24958 eV
* max |F|: 5.3 eV/A
* net charge: +1
* gap between HOMO and LUMO (spin up / spin down): 9.7 / 9.1 eV
* 2S+1: 2
* E_LUMO (spin up / spin down): -1.67 / -2.59 eV

No. 4
Formula: C2H6NO
Source: the Open Molecules 2025 dataset
Level of theory: wB97M-V/def2-TZVPD

Element x y z (Å)
1 N -0.77098 -0.54161 1.56862
2 C 0.17617 -0.60858 0.38272
3 C 0.28859 0.71671 -0.42710
4 O 0.52650 0.45612 -1.71892
5 H -1.46178 0.11841 1.30508
6 H -1.39166 -1.36910 1.53266
7 H -0.14852 -1.33506 -0.36807
8 H 1.17339 -0.79454 0.72335
9 H 0.92698 1.55046 0.12611
10 H -0.70217 1.32334 -0.28184

Forces on the atoms, in the same order (eV/Å):
N 0.221 -1.517 -0.474
C -0.893 1.080 0.331
C -1.264 1.481 -0.256
O 0.598 0.369 0.416
H -0.517 1.480 -0.294
H 0.896 0.063 0.218
H 0.157 0.003 0.194
H 0.577 -0.676 0.381
H 0.178 -1.452 -0.549
H 0.048 -0.831 0.032

Output
* E_tot: -5707.70688 eV
* max |F|: 2.0 eV/A
* energy above the lowest of the compared OMol25 structures with the same formula, charge and spin: 60.8 kJ/mol
* net charge: -1
* gap between HOMO and LUMO: 6.9 eV
* E_LUMO: 4.80 eV